107
Properties=species:S:1:pos:R:3:mulliken_charge:R:1 method="wB97M-V/def2-TZVPD" gap_ev=9.49 lumo_energy_ev=-0.4 fmax_ev_per_a=5.0
O 0.550 -5.357 5.681 -0.527
S 0.403 -5.176 4.151 0.542
O -1.291 -4.911 3.861 -0.154
C -1.798 -3.879 4.797 -0.327
C -3.395 -3.487 4.492 -0.292
O -3.625 -2.204 5.225 -0.496
O 1.148 -3.760 3.569 -0.286
B 2.286 -3.328 4.399 0.637
O 2.476 -1.840 4.530 -0.528
O 3.284 -4.188 5.062 -0.464
H -1.802 -4.250 5.933 0.269
H -1.151 -2.883 4.725 0.274
H -4.083 -4.281 5.059 0.169
H -3.615 -3.415 3.345 0.387
H -3.438 -2.421 6.205 0.309
H 2.466 -1.533 3.556 0.248
H 3.403 -3.770 5.987 0.318
C 7.168 -0.438 3.429 -0.319
C 6.227 -1.099 4.383 -0.307
O 5.038 -0.346 4.241 -0.224
C 5.081 0.235 3.007 0.627
O 4.143 0.817 2.486 -0.528
O 6.309 0.080 2.431 -0.311
H 7.884 -1.142 2.996 0.301
H 7.716 0.390 3.888 0.244
H 6.021 -2.140 4.113 0.229
H 6.588 -1.064 5.414 0.325
C -3.277 -7.796 1.126 -0.286
C -3.280 -7.104 -0.198 -0.324
O -3.841 -5.839 0.098 -0.325
C -3.629 -5.611 1.427 0.612
O -3.832 -4.546 1.985 -0.560
O -3.159 -6.731 2.050 -0.288
H -2.441 -8.494 1.229 0.289
H -4.213 -8.331 1.320 0.249
H -2.270 -6.958 -0.596 0.257
H -3.883 -7.631 -0.942 0.295
C 6.076 -1.898 -1.059 -0.293
C 4.696 -1.543 -0.611 0.049
O 3.898 -2.569 -1.169 -0.309
C 4.717 -3.643 -1.371 0.654
O 4.328 -4.757 -1.681 -0.573
O 6.026 -3.307 -1.180 -0.336
H 6.839 -1.598 -0.336 0.237
H 6.322 -1.469 -2.036 0.272
H 4.591 -1.566 0.479 -0.027
H 4.379 -0.562 -0.978 0.293
C 2.238 3.639 1.081 -0.292
C 1.297 2.978 2.035 -0.233
O 0.107 3.731 1.893 -0.178
C 0.150 4.313 0.659 0.501
O -0.787 4.894 0.138 -0.555
O 1.378 4.157 0.083 -0.320
H 2.954 2.935 0.648 0.214
H 2.786 4.468 1.541 0.247
H 1.090 1.937 1.765 0.253
H 1.657 3.013 3.067 0.325
C -2.262 7.302 -2.077 -0.290
C -3.203 6.641 -1.123 -0.102
O -4.393 7.395 -1.265 -0.280
C -4.350 7.976 -2.499 0.583
O -5.287 8.558 -3.020 -0.544
O -3.122 7.821 -3.075 -0.317
H -1.546 6.599 -2.510 0.257
H -1.714 8.131 -1.617 0.272
H -3.410 5.600 -1.392 0.217
H -2.843 6.677 -0.091 0.218
C -2.485 2.967 3.765 0.035
C -3.732 3.586 3.224 -0.252
O -4.709 3.248 4.190 -0.320
C -4.046 3.020 5.361 0.638
O -4.590 2.872 6.443 -0.558
O -2.696 2.980 5.165 -0.343
H -1.589 3.537 3.503 0.100
H -2.355 1.930 3.437 0.185
H -3.663 4.677 3.157 0.254
H -4.003 3.186 2.242 0.286
C 2.964 -4.115 -4.904 -0.150
C 2.023 -4.776 -3.950 -0.161
O 0.833 -4.023 -4.092 -0.312
C 0.876 -3.442 -5.326 0.622
O -0.061 -2.860 -5.847 -0.578
O 2.104 -3.597 -5.902 -0.337
H 3.680 -4.819 -5.337 0.294
H 3.512 -3.287 -4.445 0.160
H 1.816 -5.817 -4.220 0.269
H 2.383 -4.741 -2.918 0.179
C -7.481 10.205 -0.484 -0.143
C -7.484 10.898 -1.808 -0.175
O -8.046 12.162 -1.512 -0.327
C -7.833 12.390 -0.182 0.623
O -8.036 13.456 0.375 -0.551
O -7.363 11.270 0.441 -0.317
H -6.646 9.507 -0.380 0.113
H -8.417 9.670 -0.289 0.248
H -6.475 11.043 -2.206 0.224
H -8.087 10.370 -2.552 0.303
C 4.098 -4.574 -9.883 -0.311
C 2.830 -5.364 -9.837 -0.302
O 3.157 -6.456 -8.999 -0.309
C 4.200 -6.056 -8.215 0.710
O 4.626 -6.686 -7.261 -0.571
O 4.703 -4.859 -8.635 -0.307
H 3.916 -3.501 -9.989 0.290
H 4.768 -4.904 -10.684 0.280
H 2.005 -4.805 -9.384 0.250
H 2.522 -5.713 -10.827 0.290